The following is a quantum chemistry calculation of a structure of composition C33H46ClNOP4SZr, from the OMol25 dataset.

Geometry (Å):
P 1.274 1.008 -1.980
C 2.989 1.451 -2.245
C 3.751 0.837 -3.257
H 3.326 0.023 -3.845
C 5.050 1.282 -3.511
H 5.638 0.809 -4.299
C 5.591 2.332 -2.760
H 6.604 2.679 -2.960
C 4.836 2.937 -1.749
H 5.249 3.758 -1.160
C 3.539 2.498 -1.486
H 2.940 2.969 -0.704
C 0.947 -0.590 -2.733
C 1.655 -1.714 -2.265
H 2.417 -1.591 -1.491
C 1.390 -2.977 -2.798
H 1.932 -3.844 -2.411
C 0.462 -3.115 -3.834
H 0.275 -4.100 -4.264
C -0.219 -1.998 -4.324
H -0.929 -2.100 -5.146
C 0.008 -0.737 -3.769
H -0.514 0.138 -4.163
C 0.224 2.279 -2.702
C 0.602 2.861 -3.930
H 1.503 2.519 -4.440
C -0.174 3.875 -4.492
H 0.120 4.315 -5.446
C -1.323 4.326 -3.832
H -1.924 5.125 -4.266
C -1.703 3.757 -2.612
H -2.596 4.100 -2.085
C -0.937 2.731 -2.050
H -1.231 2.283 -1.100
Zr 0.340 0.278 2.464
C -1.584 -1.142 2.159
C -1.910 -1.466 0.902
H -2.152 -1.524 3.023
C -1.075 -0.861 -0.235
O -2.003 -0.116 -1.064
H -1.519 0.331 -1.787
C -0.012 0.017 0.294
H -0.571 -1.664 -0.813
C 0.924 0.826 -0.147
Cl 2.219 1.727 2.915
P -1.488 2.165 2.999
P 1.713 -2.002 2.734
C -1.037 3.179 4.451
H 0.012 3.489 4.364
H -1.144 2.585 5.368
H -1.688 4.062 4.501
C -1.594 3.389 1.653
H -2.269 3.023 0.868
H -0.599 3.529 1.213
H -1.963 4.346 2.046
C -3.242 1.790 3.328
H -3.312 1.109 4.186
H -3.680 1.291 2.454
H -3.800 2.712 3.548
C 2.506 -2.241 4.361
H 1.767 -2.616 5.082
H 2.877 -1.275 4.727
H 3.339 -2.951 4.270
C 0.989 -3.644 2.417
H 0.588 -3.680 1.396
H 0.159 -3.811 3.115
H 1.742 -4.435 2.546
C 3.131 -1.977 1.589
H 3.506 -0.949 1.507
H 2.815 -2.314 0.593
H 3.923 -2.633 1.974
P -3.250 -2.530 0.304
C -3.871 -3.521 1.655
C -2.533 -3.560 -0.987
H -4.236 -2.866 2.460
H -3.079 -4.178 2.042
H -4.702 -4.139 1.282
H -2.202 -2.944 -1.834
H -3.284 -4.280 -1.338
H -1.670 -4.108 -0.585
C -4.540 -1.491 -0.385
H -4.848 -0.755 0.370
H -5.400 -2.109 -0.674
H -4.135 -0.959 -1.254
H 1.587 1.417 0.510
S -0.251 -0.311 7.294
C -0.174 -0.213 5.722
N -0.093 -0.127 4.523

- maximum force (eV/Å) = 2.45
- E_tot (a.u.) = -3685.51166
- highest occupied orbital energy (eV) = -12.65
- charge = +2

=====

The following is a quantum chemistry calculation of a cluster of 2 separate species, C22H43IN2O9P2S in total, from the OMol25 dataset.

Geometry (Å):
C 0.171 3.803 -1.250
C 0.869 3.673 0.090
O 1.957 2.759 -0.017
C 2.009 1.775 0.993
C 0.992 0.666 0.721
C 0.749 -0.333 1.846
C 2.071 -0.993 2.323
C 2.417 -2.323 1.656
C 2.745 -2.245 0.181
I 4.225 -3.020 2.657
N 0.142 0.283 3.039
C -0.546 1.274 3.041
S -1.497 2.508 3.052
O -0.085 -1.333 1.258
C -1.147 -1.989 1.928
C -2.373 -1.090 2.117
P -0.605 -2.922 3.487
P -2.292 -3.069 4.849
O -3.262 -1.973 4.908
O -1.543 -3.280 6.251
O -2.987 -4.492 4.587
C -1.527 -3.146 0.915
N -2.336 -4.190 1.451
O -0.375 -3.777 0.443
O -2.206 -2.476 -0.114
C -2.485 -3.250 -1.280
C -1.649 -2.783 -2.459
C -1.872 -1.278 -2.670
C -1.969 -3.631 -3.711
C -3.158 -3.107 -4.511
C -0.729 -3.622 -4.632
H 0.064 2.813 -1.690
H 0.810 4.381 -1.912
H -0.795 4.288 -1.153
H 1.257 4.646 0.401
H 0.161 3.350 0.854
H 1.872 2.216 1.986
H 3.014 1.367 0.928
H 0.041 1.059 0.363
H 1.383 0.070 -0.101
H 2.010 -1.168 3.394
H 2.916 -0.325 2.178
H 1.697 -3.102 1.874
H 1.855 -1.980 -0.389
H 3.525 -1.509 -0.004
H 3.091 -3.204 -0.199
H -3.295 -1.661 2.104
H -2.370 -0.358 1.315
H -2.342 -0.557 3.061
H 0.128 -1.995 4.241
H -0.837 -3.938 6.162
H -3.922 -4.299 4.410
H -3.145 -3.863 1.956
H -1.816 -4.896 1.950
H 0.069 -3.164 -0.155
H -3.532 -3.058 -1.531
H -2.395 -4.317 -1.090
H -0.578 -2.893 -2.262
H -1.319 -0.737 -1.905
H -2.923 -1.013 -2.582
H -1.482 -0.954 -3.633
H -2.137 -4.662 -3.397
H -2.922 -2.145 -4.960
H -3.373 -3.792 -5.328
H -4.047 -2.973 -3.895
H -0.234 -2.654 -4.537
H -0.994 -3.745 -5.679
H 0.004 -4.365 -4.324
O 0.495 7.429 -1.080
C 1.675 7.469 -1.264
C 2.625 8.625 -1.011
C 3.871 8.215 -1.794
C 3.779 6.693 -1.750
O 2.372 6.403 -1.728
H 2.813 8.683 0.062
H 2.185 9.558 -1.352
H 4.804 8.597 -1.386
H 3.788 8.560 -2.826
H 4.230 6.275 -0.848
H 4.218 6.211 -2.620

- maximum force (eV/Å) = 1.33
- E_tot (a.u.) = -3029.41352
- highest occupied orbital energy (eV) = -9.17
- SMILES = CCOCC[C@@](C[C@@H](C)I)(N=C=S)O[C@](C)(PP(=O)(O)O)[C@](N)(O)OC[C@H](C)C(C)C.O=C1CCCO1

=====

The following is a quantum chemistry calculation of a cluster of 10 separate species, C45H55F5O11 in total, from the OMol25 dataset.

Geometry (Å):
C -2.017 3.383 -0.208
O -1.714 3.277 -1.618
C -2.613 3.889 -2.466
O -3.620 4.433 -2.123
O -2.140 3.744 -3.716
C -2.995 4.021 -4.803
H -1.030 3.392 0.303
H -2.553 2.565 0.066
H -2.628 4.208 0.032
H -3.894 3.467 -4.725
H -2.466 3.596 -5.637
H -3.211 5.101 -4.863
C 2.255 -3.582 1.776
O 3.411 -4.018 0.975
C 4.476 -3.238 1.155
O 4.778 -2.543 2.062
O 5.282 -3.540 0.107
C 6.539 -2.880 0.147
H 1.488 -4.179 1.359
H 2.044 -2.555 1.558
H 2.509 -3.797 2.889
H 6.788 -2.519 1.141
H 6.568 -2.054 -0.502
H 7.288 -3.642 -0.161
C -3.566 -0.894 -7.676
O -2.994 -1.387 -6.420
C -2.532 -0.467 -5.580
O -2.732 0.683 -5.704
O -2.022 -1.152 -4.566
C -1.351 -0.269 -3.556
H -4.206 -1.685 -8.000
H -2.764 -0.622 -8.362
H -4.349 -0.102 -7.405
H -1.912 0.613 -3.329
H -0.414 -0.008 -3.924
H -1.260 -0.937 -2.721
F -0.445 -4.392 0.106
C -1.055 -4.337 -1.064
C -0.467 -4.694 -2.256
C -1.224 -4.585 -3.430
C -2.547 -4.165 -3.383
C -3.071 -3.893 -2.173
C -2.345 -3.843 -0.974
H 0.564 -5.020 -2.203
H -0.717 -4.779 -4.328
H -3.150 -3.988 -4.300
H -4.059 -3.474 -2.156
H -2.793 -3.529 -0.028
F 4.901 1.513 6.244
C 4.677 2.101 5.077
C 5.390 1.677 3.981
C 5.067 2.215 2.741
C 4.100 3.180 2.590
C 3.460 3.625 3.749
C 3.782 3.103 4.986
H 6.176 0.924 4.173
H 5.536 1.904 1.805
H 3.709 3.573 1.670
H 2.569 4.294 3.706
H 3.333 3.487 5.924
F -0.191 1.999 5.128
C 0.516 0.860 5.147
C 0.104 -0.124 5.948
C 0.715 -1.361 5.960
C 1.789 -1.523 5.109
C 2.211 -0.597 4.170
C 1.472 0.599 4.138
H -0.798 -0.054 6.587
H 0.421 -2.172 6.614
H 2.280 -2.418 5.140
H 3.019 -0.865 3.418
H 1.712 1.506 3.503
F -2.169 -4.368 5.217
C -2.204 -3.515 4.126
C -0.999 -3.114 3.639
C -0.993 -2.386 2.460
C -2.204 -1.922 1.976
C -3.411 -2.217 2.554
C -3.451 -3.000 3.683
H -0.029 -3.534 4.004
H -0.084 -1.949 2.117
H -2.188 -1.404 1.061
H -4.311 -1.790 2.187
H -4.363 -3.332 4.111
F 4.319 -0.589 -1.065
C 3.091 -0.417 -0.560
C 2.024 -1.113 -1.083
C 0.739 -0.793 -0.669
C 0.518 0.234 0.240
C 1.597 0.901 0.735
C 2.884 0.567 0.366
H 2.202 -1.846 -1.901
H -0.132 -1.378 -1.002
H -0.434 0.617 0.633
H 1.493 1.710 1.459
H 3.681 1.099 0.780
C 0.856 5.712 -1.784
C 1.701 4.560 -1.222
C 1.832 3.391 -2.084
O 2.156 4.627 -0.120
H 1.247 5.845 -2.803
H 0.874 6.601 -1.146
H -0.168 5.364 -1.804
H 2.897 3.123 -2.258
H 1.159 3.508 -2.922
H 1.402 2.603 -1.485
C -4.959 1.873 -0.486
C -4.252 0.663 -1.083
C -4.574 0.510 -2.537
O -3.441 -0.010 -0.533
H -4.847 2.729 -1.157
H -4.477 2.234 0.451
H -5.986 1.748 -0.244
H -4.080 -0.383 -2.870
H -4.318 1.405 -3.142
H -5.675 0.386 -2.664

- maximum force (eV/Å) = 4.02
- E_tot (a.u.) = -3074.61280
- highest occupied orbital energy (eV) = -8.93
- SMILES = COC(=O)OC.COC(=O)OC.COC(=O)OC.Fc1ccccc1.Fc1ccccc1.Fc1ccccc1.Fc1ccccc1.Fc1ccccc1.CC(C)=O.CC(C)=O